{
  "formula": "C4H6NO4S",
  "method": "ωB97M-V with the def2-TZVPD basis set",
  "symbols": ["C", "C", "C", "O", "N", "C", "S", "O", "O", "O", "H", "H", "H", "H", "H", "H"],
  "positions_angstrom": [[1.691904, -0.414677, 1.670619], [0.667961, -0.323594, 0.885750], [0.684616, -0.052185, -0.579146], [1.721361, -0.041750, -1.262413], [-0.415648, 0.573806, -1.033117], [-0.695372, 0.872374, -2.470524], [-0.872380, -0.645054, 1.797439], [-0.858033, 0.243084, 2.954865], [-0.797607, -2.041395, 2.206503], [-1.998996, -0.443315, 0.817192], [1.589401, -0.740786, 2.689476], [2.735632, -0.047081, 1.356780], [-1.300029, 0.253203, -0.494193], [-0.086710, 1.590210, -2.987952], [-0.478926, -0.110190, -3.028533], [-1.587174, 1.327351, -2.522745]],
  "forces_ev_per_angstrom": [[3.83, 1.04, 0.09], [-2.17, -0.85, -0.44], [1.67, 2.71, -1.12], [-0.36, -1.00, 0.64], [-2.72, -0.32, -0.40], [4.26, -3.50, 0.73], [-1.75, -1.04, -0.01], [-0.09, 0.30, -0.89], [0.26, 0.01, -0.29], [1.17, 0.26, 1.15], [-0.14, 0.17, 0.29], [-1.62, -1.02, 0.19], [1.35, 0.76, -0.50], [1.23, 0.41, 0.45], [-1.10, 1.43, 0.35], [-3.81, 0.63, -0.24]],
  "total_energy_ha": -909.9710,
  "e_lumo_ev": 3.57,
  "relative_energy_kcal_mol": 14.5,
  "gap_ha": 0.3320,
  "homo_ev": -5.46,
  "charge": -1,
  "max_force_ev_per_a": 5.559
}